Entry one
Molecular formula: C49H42CdN5PS2Sb
Method: DFT, the ωB97M-V functional and the def2-TZVPD basis

Values from the calculation:
2S+1 = 1
E_HOMO = -10.0 eV
total charge = +1
LUMO level = -2.0 eV
molecular weight = 1030.19 g/mol

Each line ends with the Löwdin charge.
CARTESIAN COORDINATES (ANGSTROEM)
Cd1 1.094 0.280 -1.937  1.077
N1 0.762 -3.395 -4.522  0.060
C1 0.592 -2.184 -3.921  -0.914
S1 2.046 -1.250 -3.688  0.448
N2 -0.643 -1.894 -3.600  -0.009
N3 -0.811 -0.740 -2.897  -0.049
C2 -1.988 -0.225 -2.863  -0.193
C3 -3.153 -0.771 -3.609  -0.190
C4 -3.646 -2.042 -3.336  -0.032
C5 -4.746 -2.523 -4.028  -0.067
C6 -5.350 -1.746 -5.007  -0.078
C7 -4.854 -0.483 -5.291  -0.071
C8 -3.762 0.007 -4.589  -0.037
C9 -2.183 0.996 -2.057  -0.188
C10 -3.374 1.534 -1.784  0.058
C11 -3.482 2.787 -0.983  -0.132
C12 -1.873 4.236 -0.487  -0.109
C13 -0.521 3.537 -0.753  -0.086
N4 -1.010 1.600 -1.516  -0.038
H1 1.618 -3.544 -5.027  0.075
H2 -0.073 -3.834 -4.877  0.099
H3 -3.157 -2.651 -2.590  0.092
H4 -5.129 -3.512 -3.809  0.106
H5 -6.204 -2.127 -5.552  0.106
H6 -5.317 0.123 -6.059  0.106
H7 -3.376 0.997 -4.803  0.116
H8 -4.273 1.054 -2.146  0.129
H9 -4.502 2.930 -0.635  0.144
H10 -1.822 5.186 0.038  0.147
H11 0.381 4.028 -0.393  0.141
N5 0.957 2.581 -2.545  0.041
C14 -0.419 2.858 -2.136  -0.410
C15 -1.216 3.455 -3.251  0.005
C16 -2.376 4.051 -3.011  -0.012
C17 -2.920 4.133 -1.630  -0.153
C18 -2.436 2.942 0.147  -0.136
C19 -1.107 2.218 -0.156  -0.426
P1 -0.357 1.002 1.027  1.113
C20 -0.573 1.848 2.635  -0.390
C21 -0.292 3.213 2.732  -0.101
C22 -0.384 3.872 3.948  -0.079
C23 -0.737 3.171 5.094  -0.082
C24 -0.989 1.810 5.014  -0.071
C25 -0.908 1.152 3.793  -0.098
C26 -1.746 -0.189 1.008  -0.361
C27 -1.580 -1.373 0.299  -0.121
C28 -2.641 -2.258 0.139  -0.081
C29 -3.876 -1.968 0.691  -0.062
C30 -4.047 -0.802 1.431  -0.062
C31 -2.992 0.077 1.590  -0.091
H12 1.111 2.742 -3.534  0.091
H13 1.630 3.130 -2.022  0.069
H14 -0.825 3.374 -4.259  0.116
H15 -2.948 4.472 -3.829  0.120
H16 -3.669 4.917 -1.553  0.143
H17 -2.785 2.898 1.174  0.134
H18 -0.006 3.775 1.851  0.095
H19 -0.181 4.934 4.002  0.109
H20 -0.812 3.684 6.044  0.108
H21 -1.260 1.256 5.903  0.109
H22 -1.121 0.091 3.743  0.108
H23 -0.618 -1.624 -0.137  0.063
H24 -2.489 -3.171 -0.420  0.101
H25 -4.705 -2.652 0.565  0.110
H26 -5.005 -0.584 1.884  0.109
H27 -3.133 0.970 2.183  0.100
S2 3.217 0.945 -0.606  -0.078
Sb1 3.477 -0.660 0.996  1.253
C32 5.308 -1.650 0.749  -0.357
C33 6.396 -1.000 0.179  -0.119
C34 7.597 -1.678 0.041  -0.068
C35 7.706 -2.994 0.469  -0.066
C36 6.616 -3.643 1.033  -0.071
C37 5.410 -2.972 1.174  -0.123
C38 2.026 -2.178 0.889  -0.381
C39 1.301 -2.549 2.018  -0.118
C40 0.364 -3.568 1.921  -0.071
C41 0.140 -4.193 0.701  -0.083
C42 0.852 -3.809 -0.427  -0.073
C43 1.809 -2.806 -0.334  -0.158
C44 3.361 0.087 2.948  -0.361
C45 3.767 -0.722 4.006  -0.123
C46 3.650 -0.252 5.306  -0.068
C47 3.138 1.018 5.538  -0.061
C48 2.748 1.824 4.479  -0.069
C49 2.856 1.360 3.176  -0.132
H28 6.302 0.023 -0.169  0.091
H29 8.448 -1.181 -0.404  0.111
H30 8.645 -3.520 0.356  0.111
H31 6.703 -4.671 1.357  0.110
H32 4.554 -3.486 1.598  0.099
H33 1.464 -2.052 2.967  0.096
H34 -0.200 -3.865 2.796  0.114
H35 -0.595 -4.985 0.631  0.113
H36 0.675 -4.288 -1.382  0.111
H37 2.368 -2.520 -1.219  0.047
H38 4.184 -1.707 3.826  0.103
H39 3.964 -0.873 6.134  0.111
H40 3.050 1.384 6.553  0.111
H41 2.352 2.814 4.664  0.104
H42 2.555 1.985 2.343  0.076

Entry two
Molecular formula: C49H42CdN5PS2Sb
Method: DFT, the ωB97M-V functional and the def2-TZVPD basis

Values from the calculation:
2S+1 = 1
E_HOMO = -9.9 eV
total charge = +1
LUMO level = -2.0 eV
molecular weight = 1030.19 g/mol

Each line ends with the Löwdin charge.
CARTESIAN COORDINATES (ANGSTROEM)
Cd1 -0.368 0.223 0.607  1.080
N1 -2.425 2.717 3.763  0.060
C1 -1.814 2.247 2.641  -0.912
S1 -2.334 0.677 2.106  0.447
N2 -0.912 3.038 2.123  -0.010
N3 -0.241 2.532 1.053  -0.050
C2 0.405 3.359 0.311  -0.190
C3 0.411 4.829 0.537  -0.194
C4 0.963 5.364 1.696  -0.031
C5 0.979 6.736 1.887  -0.068
C6 0.429 7.580 0.931  -0.079
C7 -0.135 7.049 -0.219  -0.072
C8 -0.139 5.676 -0.419  -0.037
C9 1.156 2.818 -0.835  -0.182
C10 1.987 3.541 -1.591  0.056
C11 2.701 2.928 -2.744  -0.138
C12 2.272 1.001 -3.753  -0.105
C13 1.359 0.181 -2.812  -0.088
N4 0.996 1.426 -1.110  -0.040
H1 -3.288 2.287 4.044  0.075
H2 -2.293 3.694 3.967  0.099
H3 1.367 4.698 2.444  0.099
H4 1.414 7.149 2.787  0.105
H5 0.436 8.650 1.087  0.105
H6 -0.573 7.703 -0.961  0.106
H7 -0.573 5.257 -1.319  0.117
H8 2.148 4.584 -1.358  0.128
H9 3.522 3.564 -3.070  0.145
H10 2.674 0.465 -4.607  0.148
H11 1.204 -0.869 -3.052  0.140
N5 -0.919 0.087 -1.742  0.051
C14 0.133 0.951 -2.270  -0.410
C15 -0.421 2.032 -3.139  0.006
C16 0.369 2.729 -3.945  -0.011
C17 1.832 2.468 -3.996  -0.155
C18 3.129 1.454 -2.545  -0.129
C19 2.191 0.677 -1.596  -0.438
P1 2.776 -0.344 -0.176  1.105
C20 4.301 -1.095 -0.830  -0.386
C21 4.194 -1.845 -2.004  -0.110
C22 5.295 -2.507 -2.523  -0.082
C23 6.515 -2.448 -1.861  -0.080
C24 6.624 -1.724 -0.683  -0.070
C25 5.525 -1.047 -0.170  -0.087
C26 3.344 1.012 0.909  -0.375
C27 2.678 1.194 2.115  -0.122
C28 2.998 2.250 2.962  -0.076
C29 4.005 3.129 2.604  -0.071
C30 4.686 2.959 1.401  -0.060
C31 4.357 1.912 0.560  -0.092
H12 -1.850 0.417 -1.973  0.092
H13 -0.831 -0.871 -2.062  0.074
H14 -1.485 2.233 -3.089  0.116
H15 -0.050 3.510 -4.567  0.119
H16 2.268 2.869 -4.909  0.144
H17 4.190 1.237 -2.456  0.138
H18 3.242 -1.916 -2.518  0.098
H19 5.200 -3.074 -3.440  0.109
H20 7.375 -2.968 -2.261  0.107
H21 7.571 -1.679 -0.162  0.109
H22 5.626 -0.482 0.747  0.103
H23 1.902 0.499 2.416  0.058
H24 2.460 2.370 3.892  0.102
H25 4.266 3.952 3.257  0.110
H26 5.472 3.649 1.125  0.110
H27 4.900 1.783 -0.368  0.104
S2 -0.495 -2.395 0.654  -0.087
Sb1 0.552 -3.117 2.551  1.259
C32 -0.713 -4.416 3.595  -0.359
C33 -1.668 -5.158 2.911  -0.121
C34 -2.475 -6.040 3.614  -0.069
C35 -2.325 -6.177 4.987  -0.067
C36 -1.375 -5.430 5.668  -0.071
C37 -0.564 -4.544 4.973  -0.121
C38 1.069 -1.646 3.958  -0.378
C39 2.388 -1.530 4.392  -0.123
C40 2.717 -0.570 5.336  -0.075
C41 1.736 0.278 5.833  -0.078
C42 0.426 0.174 5.386  -0.063
C43 0.085 -0.797 4.455  -0.140
C44 2.343 -4.114 2.109  -0.359
C45 3.012 -4.814 3.109  -0.126
C46 4.220 -5.429 2.821  -0.069
C47 4.755 -5.342 1.542  -0.062
C48 4.082 -4.651 0.545  -0.066
C49 2.868 -4.039 0.825  -0.136
H28 -1.795 -5.038 1.842  0.087
H29 -3.224 -6.618 3.090  0.111
H30 -2.957 -6.866 5.531  0.110
H31 -1.266 -5.532 6.739  0.110
H32 0.165 -3.947 5.508  0.099
H33 3.161 -2.174 3.989  0.096
H34 3.740 -0.478 5.675  0.112
H35 1.996 1.031 6.566  0.112
H36 -0.333 0.850 5.757  0.110
H37 -0.937 -0.866 4.105  0.062
H38 2.598 -4.889 4.108  0.104
H39 4.743 -5.978 3.592  0.110
H40 5.700 -5.820 1.322  0.110
H41 4.502 -4.581 -0.449  0.101
H42 2.332 -3.501 0.052  0.061

Quick one: most stable of them? entry one